# 1
Here is one molecule with the formula C4H9NOS2 at a distorted geometry from the OMol25 dataset. Energies are from wB97M-V/def2-TZVPD.

The geometry in XYZ format:
```
17
Properties=species:S:1:pos:R:3:mulliken_charge:R:1
C 2.299 -0.579 -2.306 -1.1358
C 0.984 -0.001 -2.758 0.7025
O 0.577 -0.127 -3.894 -0.6262
N 0.175 0.559 -1.803 -0.1104
C 0.584 0.806 -0.431 -0.7466
C 0.264 -0.326 0.563 -0.4995
S -1.363 -0.178 1.328 -0.0849
S -1.153 0.124 3.333 -0.2072
H 2.203 -1.258 -1.454 0.2879
H 2.958 0.215 -1.965 0.3310
H 2.713 -1.138 -3.126 0.3176
H -0.675 1.011 -2.104 0.2497
H 1.665 0.932 -0.395 0.2469
H 0.084 1.721 -0.118 0.4445
H 0.375 -1.277 0.038 0.3209
H 0.995 -0.281 1.372 0.3547
H -1.157 -1.139 3.799 0.1547
```

Results
lowest unoccupied orbital energy	0.0153	Ha
M	151.3	g/mol
charge	0
energy above the lowest of the compared OMol25 structures with the same formula, charge and spin	2.81	kcal per mole

***

# 2
Here is C44H59CuNO3Si as an isolated structure from the OMol25 dataset. Energies are from wB97M-V/def2-TZVPD.

The geometry in XYZ format:
```
109
Properties=species:S:1:pos:R:3:mulliken_charge:R:1
Cu -1.947 2.143 0.264 -0.3460
C 3.864 -1.802 -0.231 -1.5471
C 3.381 -1.618 -1.670 2.0409
C 4.380 -0.693 -2.384 -2.1345
C 3.461 -2.966 -2.397 -2.0449
C 1.920 -1.082 -1.640 1.6270
C 1.819 0.390 -1.250 -0.8920
C 0.593 1.137 -0.841 -0.5542
N 0.171 1.666 0.232 -0.3952
C 0.671 1.654 1.521 -0.0035
C 1.827 0.996 1.943 0.8651
C 2.258 1.073 3.256 -0.5703
C 1.477 1.836 4.138 -0.3616
C 0.314 2.492 3.786 -0.4576
C -0.150 2.407 2.431 1.5024
O -1.233 2.958 2.035 -1.3647
C -0.508 3.277 4.807 2.4088
C -0.637 4.740 4.357 -1.7270
C -1.907 2.653 4.939 -1.6411
C 0.131 3.272 6.197 -2.2684
C 3.522 0.336 3.699 2.5714
C 4.724 0.807 2.866 -1.5450
C 3.854 0.580 5.171 -2.4718
C 3.336 -1.176 3.503 -1.3477
C -0.238 1.357 -2.074 -0.6656
O -1.027 2.255 -2.206 -0.7128
C 0.112 0.262 -3.093 2.9203
C 1.560 -0.071 -2.686 -1.1750
C 0.069 0.787 -4.570 1.2095
C 0.667 -0.230 -5.549 -1.4856
C 0.877 2.090 -4.678 -1.5741
C -1.364 1.090 -5.036 -1.9508
H 4.851 -2.271 -0.213 0.6023
H 3.185 -2.430 0.350 0.2471
H 3.946 -0.841 0.277 0.0274
H 5.390 -1.061 -2.199 0.5613
H 4.344 0.340 -2.040 0.2402
H 4.223 -0.698 -3.464 0.3691
H 4.508 -3.271 -2.478 0.5633
H 3.049 -2.893 -3.405 0.3111
H 2.932 -3.757 -1.865 0.2899
H 2.751 0.877 -0.987 0.5925
H 2.381 0.407 1.221 -1.1246
H 1.801 1.907 5.166 0.5662
H -1.098 4.796 3.374 0.3302
H 0.348 5.211 4.313 0.3496
H -1.250 5.301 5.070 0.4410
H -2.421 2.657 3.980 0.3344
H -2.501 3.213 5.668 0.4789
H -1.829 1.619 5.288 0.2998
H 1.124 3.731 6.192 0.4007
H 0.223 2.260 6.599 0.3881
H -0.498 3.846 6.881 0.4467
H 4.899 1.874 3.017 0.3606
H 4.555 0.649 1.800 0.1769
H 5.630 0.263 3.149 0.4442
H 4.015 1.640 5.378 0.4226
H 4.769 0.043 5.433 0.4506
H 3.057 0.222 5.826 0.4059
H 3.117 -1.414 2.464 0.0328
H 2.506 -1.541 4.110 0.3414
H 4.242 -1.719 3.791 0.4466
H 2.309 0.138 -3.432 0.8968
H 1.700 -0.490 -5.309 0.2107
H 0.656 0.195 -6.556 0.5097
H 0.090 -1.153 -5.576 0.2797
H 1.907 1.970 -4.334 0.1623
H 0.414 2.890 -4.101 0.3098
H 0.917 2.406 -5.723 0.5417
H -1.935 0.178 -5.218 0.3110
H -1.320 1.633 -5.983 0.5727
H -1.900 1.699 -4.311 0.2336
C -3.206 -2.752 1.054 -1.6168
C -3.340 -1.226 1.039 2.8979
C -2.468 -0.613 2.143 -2.0072
C -4.801 -0.868 1.350 -2.0805
Si -2.984 -0.443 -0.670 0.7279
O -3.240 1.125 -0.659 -1.6906
C -1.278 -0.999 -1.322 0.5210
C -0.345 -1.600 -0.591 -1.2048
C 0.889 -2.162 -1.259 -0.1626
C 0.438 -2.862 -2.532 -1.5512
C -0.438 -2.226 -3.295 -1.5985
C -0.941 -0.884 -2.821 -0.8730
C -4.143 -1.259 -1.936 0.3746
C -3.975 -2.558 -2.420 -0.0363
C -4.829 -3.091 -3.378 -0.9514
C -5.876 -2.325 -3.875 -0.4746
C -6.057 -1.027 -3.413 -0.6468
C -5.196 -0.503 -2.458 -0.4170
H -3.493 -3.147 2.037 0.5459
H -2.185 -3.083 0.852 0.1887
H -3.859 -3.218 0.310 0.3171
H -2.772 -1.010 3.121 0.6837
H -2.572 0.475 2.180 0.1480
H -1.404 -0.827 2.021 0.0891
H -5.073 -1.249 2.343 0.5072
H -5.487 -1.311 0.622 0.4024
H -4.947 0.213 1.342 0.3249
H -0.442 -1.728 0.479 0.4328
H 1.371 -2.870 -0.584 1.2419
H 0.821 -3.843 -2.783 0.4703
H -0.824 -2.659 -4.210 0.7838
H -1.850 -0.610 -3.352 1.9789
H -3.152 -3.163 -2.050 0.3679
H -4.677 -4.102 -3.739 0.4004
H -6.543 -2.735 -4.624 0.3655
H -6.867 -0.423 -3.806 0.3976
H -5.317 0.517 -2.108 0.4103
```

Results
lowest unoccupied orbital energy	0.0853	Ha
M	741.6	g/mol
charge	-1
energy above the lowest of the compared OMol25 structures with the same formula, charge and spin	19.02	kcal per mole

***

In order of appearance, HOMO energy = -9.30; -4.10 eV.
In order of appearance, orbital gap = 9.71; 6.42 eV.
In order of appearance, DFT total energy = -29502.36131; -106739.76092 eV.